Entry 1:
DFT (ωB97M-V with the def2-TZVPD basis set) results for C16H39IMnN2O4P3S2 as an isolated structure.

```
! wB97M-V def2-TZVPD RIJCOSX def2/J DEFGRID3
* xyz 1 2
Mn -0.17529 0.20267 0.09257
C 5.76832 -1.23681 -1.91541
C 4.75314 -1.56584 -0.84440
O 3.43362 -1.41991 -1.40845
P 2.16165 -1.45867 -0.44470
S 0.53562 -1.48440 -1.58304
S 2.15979 0.08610 0.82167
O 2.28393 -2.85320 0.32896
C 2.69869 -3.01164 1.69900
C 2.19376 -4.34508 2.19470
H 6.77625 -1.36801 -1.52393
H 5.66159 -0.20301 -2.24300
H 5.64374 -1.89180 -2.77648
H 4.84350 -0.89005 0.01310
H 4.86260 -2.59645 -0.49740
H 2.29485 -2.18033 2.28436
H 3.79036 -2.96424 1.73868
H 1.10667 -4.35666 2.22090
H 2.56404 -4.52842 3.20186
H 2.53326 -5.15277 1.54991
C -1.57488 1.78039 3.03957
P -0.79250 2.05570 1.41350
C 0.38312 3.39471 1.79310
C -2.11111 2.91479 0.45964
C -3.18572 1.89057 0.08935
P -2.38024 0.40963 -0.66797
C -3.65974 -0.87479 -0.44654
C -2.46244 0.74978 -2.45694
H -2.06311 2.68400 3.40632
H -0.81163 1.48284 3.75814
H -2.30752 0.97741 2.97452
H -0.08822 4.14937 2.42605
H 0.69535 3.87371 0.86436
H 1.25974 3.00150 2.30696
H -1.62731 3.30700 -0.44141
H -2.52423 3.76243 1.01286
H -3.94444 2.30954 -0.57738
H -3.70754 1.55183 0.99035
H -4.61864 -0.53506 -0.84345
H -3.78049 -1.09894 0.61480
H -3.37221 -1.78786 -0.96682
H -3.48133 0.95194 -2.79072
H -2.06895 -0.10787 -3.00381
H -1.82866 1.60877 -2.67429
N 1.83619 1.30109 -2.91720
C 1.46790 1.94700 -1.81395
O 0.37523 1.73928 -1.25925
C 2.39525 3.00857 -1.29864
I 1.76019 4.91029 -2.03957
H 1.31850 0.47328 -3.17685
H 2.74567 1.44235 -3.32352
H 3.42229 2.85582 -1.61837
H 2.34142 3.04183 -0.21529
C -0.91297 -1.66785 4.05415
N -1.42537 -2.57627 3.04667
C -2.15446 -3.73742 3.51673
C -1.19549 -2.34740 1.74870
C -1.67751 -3.36497 0.75742
O -0.54549 -1.35345 1.37910
H -0.20731 -2.19082 4.70336
H -1.73136 -1.27976 4.66462
H -0.40076 -0.84895 3.55858
H -2.00537 -3.82213 4.59078
H -1.78668 -4.65094 3.05027
H -3.22519 -3.64183 3.32385
H -2.73112 -3.59945 0.89289
H -1.11351 -4.29086 0.87874
H -1.48953 -2.98410 -0.24252
*
```

For the energy above the lowest of the compared OMol25 structures with the same formula, charge and spin, the calculation gives 2.7 kcal per mole. As for the expectation value of S²: 0.80. The value obtained for the molar mass is 662.40 g/mol. Its electronic energy is -117353.5823 eV. As for the orbital gap (spin up / spin down): 8.861 / 8.424 eV. For the LUMO energy (spin up / spin down), the calculation gives -2.2 / -2.2 eV.

=====

Entry 2:
DFT (ωB97M-V with the def2-TZVPD basis set) results for a 2-piece molecular cluster, C3H3NO2 overall.

```
! wB97M-V def2-TZVPD RIJCOSX def2/J DEFGRID3
* xyz 0 1
C 1.18854 -0.20628 -0.23065
C 1.78156 -1.10285 0.52702
C -1.96917 0.77968 -0.35370
N -1.83427 1.98377 -0.40232
O 0.31918 0.23617 -0.94966
O -2.54911 1.15792 0.71133
H 2.03462 -1.30087 1.57053
H 2.53449 -1.52209 -0.04474
H -1.50584 -0.02546 -0.82780
*
```

For the energy above the lowest of the compared OMol25 structures with the same formula, charge and spin, the calculation gives 159.9 kcal per mole. The value obtained for the molar mass is 85.06 g/mol. Its electronic energy is -8738.1960 eV. As for the orbital gap: 9.678 eV. As for the SMILES: C1=NO1.C=C=O. For the LUMO energy, the calculation gives 0.4 eV.

=====

Entry 3:
DFT (ωB97M-V with the def2-TZVPD basis set) results for a 2-piece molecular cluster, CH6N2O overall.

```
! wB97M-V def2-TZVPD RIJCOSX def2/J DEFGRID3
* xyz 0 1
C -0.80982 -1.08775 1.82237
N -0.37205 -0.88362 0.69188
N 0.37130 0.70429 -1.33710
O -0.29294 -1.87018 -0.31625
H -0.98880 -2.08792 1.92098
H -0.74491 -0.26641 2.60887
H -0.09034 0.13296 0.42541
H 1.34032 0.83688 -1.65512
H -0.19433 1.12871 -2.02394
H 0.38298 -0.36690 -1.67098
*
```

For the energy above the lowest of the compared OMol25 structures with the same formula, charge and spin, the calculation gives 87.4 kcal per mole. The value obtained for the molar mass is 62.07 g/mol. Its electronic energy is -6158.7043 eV. As for the orbital gap: 9.883 eV. As for the SMILES: C=[NH+][O-].N. For the LUMO energy, the calculation gives 1.0 eV.

=====

Entry 4:
DFT (ωB97M-V with the def2-TZVPD basis set) results for C60H69Br6N7O26 as an isolated structure.

```
! wB97M-V def2-TZVPD RIJCOSX def2/J DEFGRID3
* xyz 0 1
C 1.84452 -7.22986 11.32318
C 2.32473 -7.67141 10.12278
C 1.71191 -7.28793 8.90630
C 0.54748 -6.44304 8.94019
C 0.08917 -6.00802 10.21979
C 0.67629 -6.50666 11.43032
N -0.13387 -5.99464 7.70435
O -1.32349 -5.86192 7.78693
O 0.54812 -6.03811 6.68003
H 2.27091 -7.43427 12.29416
H 3.11205 -8.41065 10.11481
H 2.13611 -7.60107 7.96376
H -0.76938 -5.35488 10.27185
H 0.36881 -6.29015 12.44273
C -3.10843 -0.45544 -7.41272
C -1.84215 0.02135 -7.63352
C -1.43697 0.33864 -8.92444
C -2.25553 0.21443 -10.06296
C -3.49107 -0.40737 -9.77128
C -3.93988 -0.77126 -8.50307
N -1.82152 0.59099 -11.42621
O -2.69979 1.00226 -12.18001
O -0.65081 0.67158 -11.73244
H -3.28587 -0.61118 -6.35883
H -1.09687 0.13638 -6.86039
H -0.45629 0.78644 -8.98885
H -4.22100 -0.43248 -10.56690
H -4.94926 -1.13361 -8.37557
C 6.85750 -4.04580 1.43757
C 5.88215 -3.08272 1.13135
C 6.25732 -1.77016 0.96076
C 7.66320 -1.39951 1.14952
C 8.59170 -2.43232 1.42026
C 8.19556 -3.73849 1.59701
N 8.12215 -0.02457 0.86722
O 7.29963 0.83468 0.57030
O 9.33310 0.18324 0.78719
H 6.60634 -5.09619 1.44172
H 4.89828 -3.50839 1.00022
H 5.47397 -1.07410 0.69949
H 9.64796 -2.20784 1.40217
H 8.82803 -4.57181 1.86524
C -10.25963 6.58551 1.59026
C -9.07824 6.01050 1.20497
C -8.43219 6.49901 0.06974
C -8.99521 7.58497 -0.67741
C -10.13635 8.19922 -0.15905
C -10.81405 7.66677 0.97062
N -8.39607 8.09759 -1.95691
O -8.84350 9.14925 -2.50038
O -7.40430 7.50008 -2.34588
H -10.73970 6.14592 2.45206
H -8.59661 5.19642 1.72621
H -7.55407 6.09505 -0.41203
H -10.51267 9.06439 -0.68468
H -11.75733 8.06404 1.31530
C -7.13040 -1.43646 9.07014
C -7.22700 -1.49423 7.72444
C -7.86096 -2.55922 7.17845
C -8.48809 -3.60275 7.95804
C -8.40170 -3.48371 9.30941
C -7.67071 -2.41649 9.83132
N -9.06056 -4.79054 7.29891
O -8.86570 -5.88270 7.81982
O -9.73923 -4.60325 6.31168
H -6.44618 -0.73273 9.52070
H -6.71960 -0.90332 6.97628
H -8.01792 -2.53497 6.11019
H -8.80854 -4.18421 10.02367
H -7.30319 -2.26770 10.83591
C 0.32830 -9.20545 -5.26257
C 1.21242 -10.34162 -5.31268
C 1.61344 -10.88252 -4.10766
C 1.42351 -10.19608 -2.89613
C 0.70442 -8.95391 -2.91922
C 0.08145 -8.52626 -4.08403
N 1.95082 -10.80119 -1.68762
O 2.11282 -11.98843 -1.70288
O 2.07427 -10.12086 -0.64330
H -0.20092 -8.84148 -6.13082
H 1.42922 -10.80581 -6.26344
H 2.19977 -11.77821 -4.25029
H 0.41884 -8.42610 -2.02130
H -0.64199 -7.73425 -4.20957
C 4.85263 11.89971 -6.41347
C 6.21078 11.74306 -6.74023
C 6.54024 11.48455 -8.03754
C 5.56717 11.53880 -9.10119
C 4.27515 11.87802 -8.78078
C 3.89499 12.03060 -7.42883
N 5.93933 11.37350 -10.47074
O 5.26223 11.84961 -11.31409
O 7.07858 10.77079 -10.66204
H 4.39882 11.78729 -5.43992
H 6.97455 11.59559 -5.99101
H 7.51248 11.18270 -8.39815
H 3.42609 11.87830 -9.44822
H 2.85512 12.10363 -7.14646
C 0.77317 3.84864 -1.18334
C -0.41356 3.46580 -0.25281
O -0.41601 2.11068 -0.13055
C -1.38315 1.51873 0.62213
O -2.07527 2.14764 1.45228
O -1.29790 0.21170 0.48165
C -2.23682 -0.49785 1.11214
H 1.71997 3.81735 -0.64418
H 0.69226 4.91293 -1.40434
H 0.78093 3.25235 -2.09574
H -1.37392 3.66291 -0.72920
H -0.37552 3.99253 0.70071
H -3.28185 -0.42275 0.81154
H -2.21641 -0.34012 2.19048
H -1.93377 -1.54037 1.01519
C 9.13357 3.27070 -7.73737
C 7.75914 2.74922 -7.36304
O 7.84912 1.38782 -6.98135
C 6.82559 0.74974 -6.42412
O 5.61975 1.01853 -6.50164
O 7.33198 -0.35336 -5.91570
C 6.53132 -1.54518 -6.04787
H 10.00689 3.01290 -7.13823
H 9.24818 4.33241 -7.95581
H 9.44158 2.75973 -8.64959
H 7.15014 2.97554 -8.23825
H 7.43152 3.34312 -6.50979
H 5.71339 -1.35810 -5.35211
H 7.05982 -2.47061 -5.81901
H 6.05456 -1.67885 -7.01893
C -7.48226 -13.06150 -2.78304
C -6.95978 -11.57151 -2.79612
O -5.79016 -11.35290 -1.97092
C -5.85845 -11.20515 -0.68405
O -6.90284 -11.09917 0.00718
O -4.57586 -11.26716 -0.29244
C -4.25698 -11.03385 1.06266
H -8.39174 -13.27147 -3.34594
H -7.47621 -13.24723 -1.70900
H -6.69023 -13.75371 -3.06875
H -7.75350 -10.83365 -2.67914
H -6.63341 -11.35905 -3.81418
H -4.67129 -10.05939 1.32125
H -3.17104 -10.96472 1.12621
H -4.70104 -11.71891 1.78489
C 1.30543 2.18407 7.47478
C 2.21265 3.24775 6.73907
O 1.65016 4.55424 6.91882
C 2.15709 5.29826 7.95177
O 3.07875 4.87032 8.67902
O 1.61776 6.49176 7.94409
C 2.36709 7.58070 8.49765
H 0.29003 2.09779 7.08797
H 1.18456 2.49147 8.51352
H 1.90086 1.27591 7.38093
H 2.33840 3.07760 5.66980
H 3.24134 3.34948 7.08482
H 1.71730 8.44507 8.63459
H 3.05178 8.13038 7.85176
H 2.67187 7.46838 9.53813
C -1.86634 10.17280 3.44955
Br -2.41908 11.58121 4.78297
Br 0.10580 10.21707 2.91490
Br -2.96616 10.36365 1.75254
H -2.10641 9.20845 3.89732
C 8.28275 9.29857 2.71208
Br 7.96889 7.80653 4.03339
Br 7.64586 8.77667 0.92129
Br 10.08615 10.01389 2.60749
H 7.63993 10.09901 3.07840
*
```

The value obtained for the molar mass is 1783.66 g/mol. Its electronic energy is -547232.1379 eV. As for the orbital gap: 9.171 eV. For the LUMO energy, the calculation gives -0.8 eV.

=====

Entry 5:
DFT (ωB97M-V with the def2-TZVPD basis set) results for C19H27N8O6SSn as an isolated structure.

```
! wB97M-V def2-TZVPD RIJCOSX def2/J DEFGRID3
* xyz 1 1
Sn -0.00426 0.36288 0.40182
O -1.59684 -4.40311 4.01562
C -1.20406 -3.45546 3.16741
C 0.13720 -3.05600 3.03799
C 0.39983 -2.01481 2.18536
N -0.55406 -1.42168 1.48409
C -1.82792 -1.77158 1.61046
C -2.20606 -2.80038 2.43198
C -2.74773 -0.76881 0.92435
O -3.80898 -1.08945 0.44810
O -2.19873 0.41180 0.96138
C 1.69002 -1.23802 2.03353
O 2.76552 -1.76687 1.95764
O 1.40925 0.06249 1.95311
H -0.86322 -4.72903 4.55210
H 0.94014 -3.52298 3.59262
H -3.24591 -3.06201 2.56385
C -2.99723 -1.27973 -3.58247
N -3.12947 -0.02849 -2.86213
C -4.24363 0.83381 -3.23780
C -4.12228 1.99752 -2.27084
N -2.80993 1.79963 -1.67945
C -2.31060 2.79711 -0.76036
C -2.30398 0.58139 -1.96382
N -1.18816 0.08171 -1.43459
C -0.61495 -1.22067 -1.79797
C 0.84862 -1.09007 -2.11695
N 1.58429 -0.52639 -0.97645
C 2.90117 -0.78336 -0.88903
N 3.79149 -0.06803 -0.16476
C 3.66514 1.15731 0.60682
C 5.09405 -0.70625 -0.10124
C 5.01108 -1.77100 -1.17390
N 3.60758 -1.74014 -1.57667
C 3.23454 -2.83740 -2.46122
H -3.88648 -1.38992 -4.19863
H -2.96318 -2.13582 -2.91021
H -2.13400 -1.28738 -4.25092
H -5.18485 0.29725 -3.12276
H -4.14657 1.14382 -4.28157
H -4.89464 1.96771 -1.49817
H -4.17388 2.96286 -2.77262
H -2.86517 3.71796 -0.92387
H -1.26591 2.98369 -0.94039
H -2.43778 2.48806 0.27801
H -1.10085 -1.71497 -2.62226
H -0.69239 -1.88949 -0.93003
H 0.96204 -0.42475 -2.98116
H 1.17006 -2.07922 -2.40208
H 3.01495 1.86410 0.10901
H 4.66193 1.58187 0.70756
H 3.26838 0.98061 1.59852
H 5.26249 -1.12463 0.89376
H 5.87804 0.02321 -0.30071
H 5.27079 -2.76213 -0.80133
H 5.64865 -1.54767 -2.03230
H 4.16019 -3.23371 -2.87268
H 2.63173 -2.51363 -3.30109
H 2.73263 -3.64862 -1.92806
O 0.35844 3.47149 -2.52289
S 1.25984 2.98453 -1.49625
N 0.75607 2.18450 -0.36825
*
```

For the energy above the lowest of the compared OMol25 structures with the same formula, charge and spin, the calculation gives 0.0 kcal per mole. The value obtained for the molar mass is 614.25 g/mol. Its electronic energy is -61007.9855 eV. As for the orbital gap: 8.107 eV. For the LUMO energy, the calculation gives -3.3 eV.

=====

Entry 6:
DFT (ωB97M-V with the def2-TZVPD basis set) results for an isolated molecule of C6H10.

```
! wB97M-V def2-TZVPD RIJCOSX def2/J DEFGRID3
* xyz 0 1
C -0.30704 1.54072 -0.09004
C 0.05072 0.15459 0.42750
C -1.08106 -0.81083 0.16230
C -2.40231 -0.49108 -0.12131
C 1.25221 -0.28193 -0.37842
C 2.54846 -0.42814 0.04125
H -0.85482 1.43911 -1.01528
H -0.92329 1.97702 0.78242
H 0.55393 2.23885 -0.18513
H 0.30884 0.05340 1.49024
H -0.86604 -1.90208 0.15475
H -3.20305 -1.20972 -0.21683
H -2.75162 0.55510 -0.23881
H 1.00197 -0.45442 -1.45876
H 2.91857 -0.24134 1.04619
H 3.44969 -0.55593 -0.60640
*
```

For the energy above the lowest of the compared OMol25 structures with the same formula, charge and spin, the calculation gives 39.5 kcal per mole. The value obtained for the molar mass is 82.15 g/mol. Its electronic energy is -6382.1481 eV. As for the orbital gap: 10.519 eV. As for the SMILES: C=CC(C)C=C. For the LUMO energy, the calculation gives 1.2 eV.

=====

The calculation returns the following max |F| values, one per record and in order: 0.0113, 0.0990, 0.1153, 0.1032, 0.0349, 0.0669 hartree/bohr.